ORCA calculation (ωB97M-V/def2-TZVPD) on C42H49FN5O2Zn as an isolated structure.

```
100
C42H49FN5O2Zn | the OMol25 dataset | ωB97M-V/def2-TZVPD
Zn -0.1513 -0.5876 0.3680
C 2.5361 -5.8475 4.4594
C 1.7337 -4.9905 3.5179
C 1.0654 -5.5265 2.4470
C 0.3183 -4.7239 1.5559
C -0.6089 -5.3210 0.6816
N -1.3920 -4.6492 -0.1201
C -2.6370 -5.1635 -0.6736
C -3.1693 -4.1897 -1.7169
C -2.5437 -4.3971 -3.0945
N -1.8479 -3.2803 -3.7692
C -2.2171 -2.0450 -3.9800
C -2.9621 -1.1571 -3.1553
C -3.9397 -0.3877 -3.8265
C -4.6821 0.5806 -3.2028
C -5.7860 1.3260 -3.9017
C -4.2965 0.8977 -1.8951
C -3.2530 0.2821 -1.2309
C -2.8319 0.9293 -0.0053
N -1.8023 0.7276 0.7186
C -1.6245 1.7761 1.7462
C -0.1901 1.9639 2.1954
C 0.2890 0.8981 3.1553
N 0.3175 -0.4236 2.5217
C 0.7130 -1.3771 3.2679
C 0.8846 -2.7709 2.8904
C 1.5748 -3.6105 3.7403
C 0.3089 -3.2952 1.6976
O -0.2727 -2.5752 0.8274
C -2.5576 -0.8420 -1.7987
O -1.6328 -1.4398 -1.1806
H 3.3141 -6.3926 3.9255
H 1.9023 -6.5798 4.9605
H 3.0190 -5.2439 5.2253
H 1.0921 -6.5977 2.2765
H -0.7490 -6.3986 0.7196
H -1.2304 -3.6260 -0.1063
H -3.3677 -5.2727 0.1307
H -2.4618 -6.1576 -1.0944
H -2.9769 -3.1798 -1.3647
H -4.2494 -4.3053 -1.7893
H -3.3174 -4.7083 -3.8003
H -1.8064 -5.1995 -3.0586
H -1.1850 -3.6280 -4.4492
H -1.8629 -1.6429 -4.9293
H -4.1434 -0.6134 -4.8687
H -6.3129 0.6819 -4.6039
H -5.3963 2.1792 -4.4599
H -6.5139 1.7053 -3.1863
H -4.8056 1.7146 -1.3932
H -3.4641 1.7861 0.2517
H -2.2531 1.5349 2.6100
H -1.9826 2.7224 1.3334
H -0.1298 2.9272 2.7066
H 0.4775 2.0258 1.3280
H -0.3636 0.8701 4.0345
H 1.2929 1.1480 3.5024
H 0.9613 -1.1638 4.3144
H 2.0154 -3.1787 4.6341
C 2.8459 -1.9148 -3.0552
C 2.5000 -2.8800 -1.9192
C 1.0213 -3.2241 -1.9708
C 3.0142 -2.4417 -0.5555
C 3.8986 -3.3347 0.0483
C 4.5791 -3.0223 1.2080
C 4.4235 -1.7582 1.7385
C 3.5329 -0.8392 1.1909
C 3.5616 0.5621 1.7849
C 3.5239 0.5736 3.3165
C 4.8549 1.2866 1.3764
C 2.7421 -1.2061 0.0717
N 1.6894 -0.3526 -0.3953
C 2.0566 0.7391 -1.1435
C 3.3806 1.0783 -1.4769
C 3.6949 2.2045 -2.2187
C 2.7061 3.0563 -2.6885
C 1.3809 2.7315 -2.4262
C 1.1014 1.6031 -1.6962
F -0.2209 1.2792 -1.5020
H 2.7456 -2.4301 -4.0133
H 3.8699 -1.5524 -2.9770
H 2.1824 -1.0522 -3.0666
H 3.0457 -3.8049 -2.1288
H 0.3983 -2.3664 -1.7239
H 0.7686 -4.0352 -1.2828
H 0.7816 -3.5375 -2.9880
H 4.0819 -4.2890 -0.4320
H 5.2563 -3.7343 1.6617
H 5.0139 -1.4765 2.6012
H 2.7084 1.1202 1.3901
H 4.3983 0.0713 3.7311
H 2.6459 0.0745 3.7172
H 3.5393 1.6006 3.6839
H 5.7237 0.7442 1.7529
H 4.8729 2.2884 1.8082
H 4.9612 1.3886 0.2995
H 4.1686 0.4093 -1.1603
H 4.7337 2.4130 -2.4416
H 2.9514 3.9401 -3.2588
H 0.5610 3.3392 -2.7859
```

The HOMO-LUMO gap is 5.426 eV. Its LUMO energy is -3.36 eV. As for the net charge: +1. The calculation puts the calculated total energy at -3933.14566 Eh.

Here are the Löwdin charges for atoms 1 to 8, given in e:
1. Zn 0.7321
2. C -0.0408
3. C -0.2537
4. C 0.0240
5. C -0.1143
6. C 0.0046
7. N 0.0650
8. C -0.1463

ORCA calculation (ωB97M-V/def2-TZVPD) on C42H50F4O12 as an isolated structure at a distorted geometry.

```
108
C42H50F4O12 | the OMol25 dataset | ωB97M-V/def2-TZVPD
C -0.7060 0.0054 -5.1587
O 0.2569 -1.0007 -4.9197
C 0.1508 -1.6641 -3.7738
O -0.6289 -1.4815 -2.8582
O 1.1777 -2.6240 -3.8840
C 1.3598 -3.4648 -2.8042
H -0.4184 0.7454 -5.9055
H -0.6803 0.6628 -4.2896
H -1.6427 -0.5347 -5.2963
H 2.1597 -4.1653 -3.0444
H 0.4172 -3.8932 -2.4636
H 1.7416 -2.8965 -1.9561
C -0.4873 1.9974 3.6847
O 0.4337 0.9673 3.4006
C 1.2147 1.0264 2.4193
O 1.3864 2.0740 1.7664
O 1.8539 -0.1633 2.2511
C 2.9262 -0.3183 1.3607
H -1.5062 1.8689 3.3195
H -0.2391 2.9576 3.2323
H -0.5856 2.0400 4.7694
H 3.1607 -1.3479 1.0905
H 3.8376 0.2223 1.6161
H 2.5964 0.0304 0.3820
C -3.2466 0.6302 4.6719
O -2.0860 0.3807 3.9274
C -1.9767 -0.8097 3.2407
O -2.7970 -1.6729 3.1590
O -0.7426 -0.8255 2.7170
C -0.2691 -2.0454 2.1415
H -4.1656 0.4150 4.1267
H -3.3444 1.6905 4.9051
H -3.2791 -0.0244 5.5429
H -0.0368 -2.8152 2.8774
H 0.5429 -1.9116 1.4267
H -1.0262 -2.5553 1.5457
C -1.3669 0.9283 1.4317
O -0.6939 0.9608 0.2089
C 0.0240 -0.1217 -0.0762
O 0.1686 -1.0689 0.6556
O 0.6882 0.0854 -1.1459
C 1.7384 -0.7607 -1.5738
H -0.6411 0.9466 2.2447
H -1.9221 -0.0050 1.5257
H -2.1274 1.7087 1.4573
H 2.3205 -0.3384 -2.3929
H 1.3893 -1.7422 -1.8945
H 2.4381 -0.9803 -0.7675
F 3.6098 -2.7956 2.6301
C 2.8297 -3.3043 1.6146
C 2.9853 -4.5934 1.1723
C 2.0629 -5.1493 0.2604
C 1.0281 -4.3681 -0.3842
C 0.9512 -3.0382 0.0643
C 1.8092 -2.5541 1.0902
H 3.7050 -5.2696 1.6097
H 2.2500 -6.1754 -0.0199
H 0.4543 -4.6908 -1.2404
H 0.1653 -2.3515 -0.2137
H 1.7103 -1.5337 1.4300
F -0.9677 3.7159 -1.8836
C -1.4178 2.5322 -2.1899
C -0.7605 1.3864 -1.8619
C -1.2853 0.1609 -2.2225
C -2.4614 0.0615 -2.9398
C -3.2095 1.1861 -3.2316
C -2.6394 2.4178 -2.8785
H 0.1783 1.5163 -1.3440
H -0.7680 -0.7737 -2.0632
H -2.8487 -0.8857 -3.2851
H -4.1104 1.1825 -3.8273
H -3.2314 3.2940 -3.0981
F -0.9672 6.4971 0.7653
C -0.4393 5.3150 0.5153
C 0.9255 5.2090 0.2117
C 1.4744 3.8952 0.1563
C 0.6497 2.8053 0.1431
C -0.6548 2.9514 0.5676
C -1.2127 4.2042 0.7930
H 1.5831 6.0390 -0.0005
H 2.5455 3.8723 0.0195
H 1.1119 1.8295 0.1694
H -1.2246 2.0793 0.8525
H -2.2178 4.2732 1.1821
F -3.3688 2.8161 3.1584
C -3.5052 2.1474 2.0003
C -2.8764 2.5316 0.8429
C -2.9916 1.7424 -0.2761
C -3.7771 0.6066 -0.2613
C -4.4790 0.2216 0.9006
C -4.2545 0.9004 2.0813
H -2.2631 3.4164 0.7576
H -2.4196 2.0023 -1.1545
H -3.9508 -0.0346 -1.1128
H -4.9944 -0.7271 0.8716
H -4.7398 0.7420 3.0330
C 3.6173 -2.5288 -0.6733
C 4.0905 -1.4154 -0.0127
C 4.2563 -0.2247 -0.7596
C 3.8413 -0.2057 -2.0740
C 3.3830 -1.3355 -2.7085
C 3.2364 -2.5449 -2.0240
H 3.4593 -3.3985 -0.0528
H 4.2467 -1.4034 1.0558
H 4.5816 0.6317 -0.1877
H 3.8885 0.7721 -2.5302
H 3.1913 -1.3664 -3.7709
H 2.8486 -3.3984 -2.5603
```

The HOMO-LUMO gap is 7.835 eV. Its LUMO energy is 0.30 eV. As for the net charge: 0. The calculation puts the calculated total energy at -2930.69784 Eh.

Here are the Löwdin charges for atoms 1 to 8, given in e:
1. C -0.0068
2. O 0.0510
3. C -0.3956
4. O 0.1310
5. O 0.0425
6. C -0.1678
7. H 0.1131
8. H 0.0820